# 1
ORCA calculation (the ωB97M-V functional and the def2-TZVPD basis) on a structure of composition C49H60BF4IrNO2P.

As for the net charge: 0. Its total energy is -81052.697 eV. The gap between HOMO and LUMO (spin up / spin down) is 5.6 / 5.6 eV. The energy above the lowest of the compared OMol25 structures with the same formula, charge and spin comes out at 47.04 kJ/mol.

XYZ file:
```
119
C49H60BF4IrNO2P the ωB97M-V functional and the def2-TZVPD basis
H -2.665 5.074 3.379
C -4.648 -2.545 4.092
H 0.425 0.389 -4.826
O -2.179 1.362 0.221
H -4.057 -4.735 -4.288
C 2.239 -0.747 -3.065
C -2.908 -0.574 -2.616
C -0.079 -3.445 -1.296
P -2.563 -1.573 0.102
C 1.985 3.700 4.394
C 1.186 2.413 1.225
C 1.559 5.627 2.852
H -4.835 2.180 2.828
C -1.550 2.848 1.968
C 1.113 -0.386 -2.236
C 0.157 -2.718 0.001
H 3.679 2.934 2.405
C 0.143 1.673 0.587
C 0.756 -1.418 2.420
C 1.376 0.224 -0.955
C 3.322 3.962 2.312
H -1.712 -4.255 1.043
C -0.493 3.464 2.562
H 6.110 -1.489 -2.179
C 1.934 4.140 2.924
C -1.240 1.930 0.894
H 2.270 2.649 4.472
C -3.081 4.080 3.557
H -3.789 1.247 1.755
C -0.482 -1.261 1.822
H 1.305 -0.032 -6.296
C 2.031 -1.076 -4.543
C -3.376 -2.843 -3.571
H -0.707 4.165 3.357
H 6.133 -2.010 0.676
H 1.428 5.947 1.817
H 0.978 -0.901 3.346
C 5.115 -0.491 -0.502
H 0.635 5.844 3.390
C -3.975 -4.688 -2.137
H 6.200 0.277 -2.235
C 1.410 0.155 -5.225
H 0.989 -2.498 -5.789
C 3.357 -1.389 -5.236
H 2.199 2.299 0.876
H 1.018 3.824 4.884
C -2.941 -3.173 2.470
H 4.771 0.761 1.262
C 5.124 -1.788 0.320
H -4.130 4.211 3.826
H 2.349 6.233 3.300
H -3.779 -0.013 -2.269
C 2.689 0.178 -0.393
H -3.314 -2.402 -4.558
H 4.782 -2.633 -0.282
C 1.392 -2.874 0.631
H 3.159 -1.637 -6.279
H 3.865 -2.244 -4.784
C 1.108 -2.293 -4.723
H -5.118 -2.716 5.051
H 2.659 -2.404 2.295
H -3.607 3.355 0.217
C -3.600 -3.354 3.684
F -2.670 3.819 -2.585
H 5.436 1.631 -0.128
F -1.096 3.332 -4.195
C -3.621 3.944 1.132
H 2.047 1.032 -5.095
H -0.731 -4.313 -1.160
H -3.078 4.872 0.941
F -2.948 2.004 -3.953
C 1.696 -2.248 1.829
B -2.057 2.849 -3.343
H 4.036 -0.534 -5.224
H -0.914 -3.913 2.570
H 2.828 0.504 0.625
H 0.124 -2.124 -4.296
H 4.034 4.604 2.833
C -3.119 -2.645 -1.202
C -2.998 3.188 2.317
H -1.220 -0.626 2.303
C 3.722 -0.317 -1.116
C 6.208 -0.589 -1.571
H -3.394 1.384 3.473
H 1.542 -3.180 -4.255
C 5.457 0.686 0.418
H 0.870 -3.796 -1.701
C 3.464 -0.716 -2.474
N 0.279 0.763 -0.388
C -5.100 -1.534 3.260
H -2.570 3.637 4.415
O -0.085 -0.541 -2.671
C -3.364 -2.105 1.659
F -1.264 2.015 -2.315
H -4.659 4.198 1.363
H 2.718 4.296 4.943
C 0.887 3.303 2.198
H 4.313 -1.017 -3.069
H -3.281 -4.171 4.321
H -4.799 -0.533 1.403
H -4.354 -5.694 -2.015
H -3.722 -4.363 -0.042
C -1.872 -4.173 2.114
H 6.459 0.552 0.831
H -5.933 -0.908 3.548
C -4.454 -1.325 2.055
H -2.747 -0.292 -3.653
C -3.630 -3.939 -1.034
H 3.335 4.239 1.255
H 7.184 -0.633 -1.085
Ir -1.445 0.208 -1.330
H -2.165 -5.156 2.484
H 4.466 -1.700 1.186
C -3.808 -4.144 -3.415
C -0.810 -1.921 0.633
C -3.798 1.916 2.607
C -3.102 -2.039 -2.454
H -0.547 -2.809 -2.045
H 2.130 -3.517 0.164
```

# 2
ORCA calculation (the ωB97M-V functional and the def2-TZVPD basis) on a structure of composition C49H60BGeN2O3SbSe2SiW.

As for the net charge: +2. Its total energy is -265025.340 eV. The gap between HOMO and LUMO (spin up / spin down) is 6.2 / 6.2 eV.

XYZ file:
```
121
C49H60BGeN2O3SbSe2SiW the ωB97M-V functional and the def2-TZVPD basis
C 3.176 -3.592 -1.620
H -0.063 -4.254 -2.408
H 1.899 6.936 -3.515
C 0.322 -1.226 -3.919
C -3.115 -1.984 -3.763
H 4.087 2.575 0.934
H 5.830 -0.344 2.265
H -1.560 4.755 2.217
H -2.108 -1.452 -1.949
C -0.662 -5.042 1.415
O -1.542 0.723 -1.090
C -0.084 -3.497 -3.184
C 4.045 0.110 -1.361
H -2.618 -3.458 0.171
H 2.574 -2.996 1.172
H 3.597 3.364 2.435
O 2.238 2.570 -0.760
C -2.814 0.282 -2.991
H -0.696 1.964 3.882
H 4.604 -0.676 1.039
C -3.979 -0.132 -5.057
C -1.780 -3.816 -0.432
H -0.067 -0.869 -5.992
Se 1.561 0.492 1.987
H -4.163 -2.190 -5.622
C -2.364 -2.420 2.977
C 5.357 -1.935 -1.908
Si 3.819 0.935 2.752
H -2.106 -4.740 -0.912
N -1.816 -0.849 1.259
H 4.487 -5.191 -2.163
H -0.441 4.344 0.886
H -0.792 -3.171 -6.473
C -1.452 -1.696 2.234
H 4.491 -1.431 2.641
C 2.009 6.027 -2.939
B 0.879 2.263 -0.676
H -1.568 -5.635 1.475
C 3.477 4.439 -1.833
H -3.765 0.603 6.107
Ge -3.128 2.598 4.647
Se -1.691 2.322 1.641
O 0.152 3.266 -1.348
C -0.489 -2.902 -5.470
C 0.365 -5.272 2.313
H 4.940 0.494 -0.869
H 3.179 0.401 -0.776
H 0.749 0.775 -4.587
H 2.328 -4.257 -1.510
C 0.291 -2.187 -2.901
H -5.146 -1.278 1.423
H 3.972 0.619 -2.325
C 5.495 -3.291 -2.128
N -5.485 -3.595 4.044
C 2.343 3.741 -1.484
C -0.569 -4.054 0.431
H -0.008 3.934 2.569
C -2.735 2.607 -1.917
C 1.527 -4.514 2.235
H -2.162 3.151 -1.178
C -3.785 -1.498 -4.881
C -4.104 -1.414 1.675
H 5.266 2.818 2.238
C -0.823 4.044 1.857
H 1.900 0.149 -3.414
H -2.970 -3.047 -3.632
H -2.021 -3.089 3.753
C -4.191 3.843 3.586
H -5.032 4.185 4.190
H 6.213 -1.281 -2.027
C -3.506 0.759 -4.114
H 0.313 0.681 -2.877
H 2.928 1.753 4.905
H 0.264 -6.044 3.064
H 4.141 6.186 -2.876
C 4.762 -0.519 2.107
C -2.306 1.184 -1.978
C -0.476 -3.858 -4.466
H -1.585 -3.090 -1.218
H 4.465 4.101 -1.549
W -0.131 0.581 0.406
H -5.211 1.460 5.572
H -4.373 0.377 4.460
Sb 1.011 -1.664 -0.968
C -3.717 -2.278 2.695
C 1.080 4.163 -1.847
H -3.664 1.818 -4.261
H -2.935 3.904 6.815
C 4.395 -4.128 -1.987
H -3.619 4.723 3.295
H 2.341 -4.685 2.927
H -0.122 5.636 -2.857
H -1.566 2.804 6.646
H -3.799 2.627 -1.665
C 0.870 5.308 -2.578
C 4.131 -1.374 -1.538
C -4.700 -3.011 3.445
H -0.392 -1.795 2.424
C -2.212 3.498 6.108
C 0.613 -3.319 0.331
C 4.223 2.577 2.013
H -0.756 -4.882 -4.678
H -1.840 0.688 3.488
C -4.229 1.107 5.259
H -4.592 3.370 2.690
H -2.627 3.090 -2.887
C 1.647 -3.555 1.245
H 4.557 1.094 5.061
C 3.584 0.943 4.584
H -1.604 4.324 5.736
C 0.841 0.169 -3.687
C 3.036 -2.220 -1.381
C 3.282 5.602 -2.576
H 6.456 -3.697 -2.415
H 3.180 -0.004 4.944
C -2.626 -1.097 -2.828
H -4.502 0.233 -5.929
C -1.701 1.769 3.505
H -3.395 -0.033 0.206
C -3.124 -0.722 0.993
C -0.086 -1.603 -5.195
```

# 3
ORCA calculation (the ωB97M-V functional and the def2-TZVPD basis) on a structure of composition C49H60N4NiOS.

As for the net charge: 0. Its total energy is -111670.638 eV. The gap between HOMO and LUMO (spin up / spin down) is 5.7 / 7.2 eV. As for the expectation value of S²: 2.0190. As for the multiplicity: 3.

XYZ file:
```
116
C49H60N4NiOS the ωB97M-V functional and the def2-TZVPD basis
C 9.810 16.518 9.973
C 15.799 15.347 10.960
C 10.043 11.525 12.521
H 16.940 9.675 10.142
C 8.308 18.160 10.935
H 13.717 14.842 14.373
H 7.243 13.706 18.544
C 10.751 18.454 10.883
C 8.985 15.890 18.108
H 14.666 16.073 13.501
C 14.071 13.986 9.928
H 7.901 12.553 13.658
H 16.014 15.575 7.571
H 14.565 12.369 13.894
C 9.114 11.434 9.436
H 12.948 14.522 5.642
C 14.740 14.377 11.135
H 16.130 15.817 11.893
H 12.293 14.983 7.141
H 7.917 19.966 18.536
H 9.122 19.245 17.445
C 7.047 18.911 16.799
C 11.496 11.242 9.733
H 16.013 14.087 6.284
H 13.766 15.895 6.559
H 13.308 13.476 12.260
C 16.277 15.786 9.738
C 9.503 13.244 6.512
C 8.557 11.407 8.119
C 8.336 10.989 10.510
H 7.292 18.570 11.081
C 14.570 14.342 8.630
H 9.981 8.708 9.231
C 6.695 10.162 8.992
C 8.086 13.746 19.279
H 6.715 15.716 10.295
C 13.239 14.939 6.591
C 8.677 11.208 11.989
C 7.686 12.285 12.586
C 15.614 15.339 8.596
H 15.861 12.527 6.937
C 13.010 7.306 9.167
H 11.942 16.943 9.852
S 7.497 16.083 16.996
H 6.114 19.473 16.790
H 7.638 14.288 20.120
H 6.781 10.951 6.954
C 8.396 14.857 9.554
H 9.390 19.728 11.897
N 12.845 13.241 9.962
H 8.338 12.760 19.663
H 15.720 11.865 10.092
H 8.445 10.304 12.497
C 11.641 7.420 9.209
C 12.788 11.919 9.915
C 15.238 13.336 6.435
H 7.868 11.288 5.424
H 6.554 10.061 11.160
H 14.830 12.988 5.488
C 15.166 12.982 13.231
H 6.666 11.901 12.551
C 13.845 8.445 9.563
H 9.425 11.117 4.774
H 7.639 13.179 11.988
C 6.773 17.637 17.601
H 8.186 20.745 17.140
H 13.000 15.697 13.125
H 13.366 12.999 7.469
C 15.244 8.527 9.547
H 8.836 9.801 5.875
C 11.733 9.821 9.576
H 15.695 12.402 12.452
H 7.966 13.935 9.281
H 9.861 13.887 18.006
N 10.437 12.000 9.535
N 9.724 15.149 9.732
C 8.159 19.723 17.493
C 14.031 13.863 7.325
H 10.824 10.829 12.255
C 15.894 9.704 9.984
C 9.293 14.473 18.677
H 17.027 16.580 9.666
H 9.919 11.555 13.594
C 13.924 15.231 13.398
H 11.640 19.130 11.068
N 7.672 15.862 10.033
C 11.003 8.683 9.321
C 13.153 9.688 9.723
C 7.148 10.297 10.285
Ni 11.062 13.792 9.651
O 16.119 13.704 13.996
H 15.829 7.726 9.116
H 5.693 17.494 17.591
H 9.896 13.918 7.287
C 15.221 10.915 9.978
H 8.560 13.623 6.180
C 10.933 17.254 10.251
C 8.875 10.931 5.690
C 8.493 16.980 10.277
H 13.365 6.317 8.932
H 10.459 11.411 7.194
C 14.263 14.010 12.495
H 7.241 18.632 15.771
H 10.250 13.408 5.665
H 11.059 6.499 9.103
H 8.827 16.510 18.965
H 6.983 17.709 18.671
H 5.707 9.766 8.853
H 9.984 14.693 19.562
H 10.233 12.557 12.210
C 9.439 11.742 6.923
H 16.734 13.119 14.460
C 7.302 10.806 7.925
C 13.838 10.848 9.897
C 9.475 18.815 11.327
H 9.888 16.123 17.542
```

# 4
ORCA calculation (the ωB97M-V functional and the def2-TZVPD basis) on a structure of composition C49H61ClF10I2N9O7PS2.

As for the net charge: 0. Its total energy is -166398.763 eV. The gap between HOMO and LUMO is 6.9 eV.

XYZ file:
```
142
C49H61ClF10I2N9O7PS2 the ωB97M-V functional and the def2-TZVPD basis
F -4.140 -2.923 -3.506
C 0.331 4.965 1.234
H 2.311 -0.741 -6.635
O 0.756 -0.482 1.861
H 2.831 6.392 0.796
H 6.555 -0.286 1.760
H -0.101 -1.170 -5.420
H 1.893 -4.380 1.781
H 4.558 -3.529 1.353
C -3.162 4.859 4.170
H 2.744 -1.026 3.364
C 6.494 -1.860 3.169
O 3.242 -1.624 -0.275
N 6.813 -0.627 2.670
H 2.652 2.828 0.788
C -1.963 -1.861 5.942
H 5.484 9.447 -0.296
O 4.078 1.738 -3.488
H -6.089 0.796 -7.547
C -3.394 4.646 1.938
F -0.504 -3.204 -0.222
F -5.035 -1.761 -1.914
N -7.564 0.130 -2.917
C 1.397 0.090 -4.499
H -3.195 -1.749 4.086
C 0.568 4.474 2.546
H -4.236 6.394 2.940
H -3.217 5.233 5.179
H 1.025 -1.442 -7.351
I 3.943 -4.124 -1.655
H 0.403 -6.983 2.951
H -0.131 0.534 -5.930
C 1.566 3.536 2.456
H 2.037 2.930 3.212
H 2.229 -0.616 -4.457
C -1.241 -0.823 6.593
H -2.035 -2.891 6.249
F -2.970 -0.229 -1.615
C -6.538 -0.180 -7.492
C -8.850 -0.310 -2.768
H -0.656 -0.908 7.494
H 1.408 -4.270 -0.735
H 5.923 -2.560 2.587
N 3.664 6.867 0.488
H 3.806 -6.742 5.418
O 4.959 -0.034 -0.621
N -7.162 -0.735 -8.575
C 4.077 -4.495 1.486
C -7.333 -2.210 -6.937
H 7.886 1.066 3.395
H 0.236 1.209 -3.186
C -8.674 1.770 -1.931
C 7.539 0.068 3.597
N -2.227 0.015 4.799
H 8.213 -0.465 5.602
C 0.960 -6.740 3.840
H -3.611 4.737 0.887
N 2.299 -7.014 3.930
C 5.725 7.219 -0.235
C 1.198 4.308 0.394
F -2.795 -2.646 -0.704
C -1.426 0.322 5.866
N 1.339 -0.605 -6.880
H 3.766 -1.442 2.004
H -0.390 5.711 0.942
H -7.248 -0.300 -9.475
H -8.907 2.715 -1.470
C -3.694 5.465 2.997
H -9.145 -1.288 -3.106
H -8.180 -2.567 -8.968
C 0.572 -6.154 5.015
N 1.942 3.442 1.148
C 2.623 -4.509 0.981
C 2.926 -1.785 2.597
F 1.915 2.606 -2.925
C -0.616 -1.984 -0.838
H 1.349 4.387 -0.671
H -2.344 2.808 1.884
C 3.800 8.220 0.355
H 3.167 -0.465 -2.592
H 0.059 -0.451 2.529
H 1.042 1.870 -0.850
P 1.334 -2.017 1.741
H -6.506 1.918 -2.433
C 0.524 -0.313 -5.695
S 3.557 -0.108 -0.367
H 1.821 1.065 -4.748
H -0.396 -0.357 -3.395
C 2.657 0.210 -1.900
H -6.230 -0.929 -5.471
C 0.511 0.919 -0.777
C 1.723 -6.075 5.848
H -7.581 -3.101 -6.384
C 5.070 8.473 -0.093
C 7.023 -1.958 4.428
C 0.871 -1.645 -1.294
H 0.062 4.774 3.448
O -1.499 1.413 0.351
H 6.735 7.050 -0.568
F -2.132 -0.810 -3.556
C -2.554 3.697 3.773
C -2.562 -1.312 4.840
H 1.773 -5.668 6.843
C 2.267 -3.758 -0.321
H -6.820 -0.392 -3.337
H -1.057 1.322 6.017
C -1.922 -2.325 -1.715
F -1.818 -3.434 -2.426
O 3.551 2.613 -1.222
C 0.534 0.168 -3.219
H -2.526 0.666 4.095
H -2.015 2.944 4.322
C -7.650 -1.969 -8.247
N -2.704 3.574 2.425
F -1.052 -1.128 0.082
C -6.627 -1.073 -6.458
Cl -1.703 2.130 -2.090
H 4.029 -4.646 2.573
H 0.715 0.583 0.232
H -10.611 0.643 -1.903
H 6.942 -2.810 5.082
C 4.829 6.249 0.133
H 3.167 -2.705 3.131
C 2.771 -6.613 5.151
I 1.054 -2.858 -3.149
O 3.012 0.628 0.724
C 7.688 -0.730 4.700
C 1.111 -0.122 -1.798
C -0.927 1.390 -0.686
H 2.489 -5.561 0.689
C -2.760 -1.248 -2.455
H 2.850 -7.441 3.208
H 2.987 8.885 0.590
H 4.922 5.177 0.171
F -4.611 -0.845 -3.808
C -9.566 0.686 -2.158
C -7.447 1.395 -2.411
S 3.197 1.893 -2.392
H 4.666 -5.326 1.107
C 1.902 -2.224 -0.162
C -4.176 -1.749 -2.910
H -0.424 -5.820 5.252
```